1.
Here is 2 unconnected molecules or ions with the total composition C3H10N2O from OMol25. Energies are from ωB97M-V/def2-TZVPD.

Cartesian coordinates (Å):
O -0.8270 0.5278 3.4578
N -1.3651 1.0697 1.3145
N 1.1635 0.2950 -0.2688
C -1.4233 1.2009 2.6516
C 0.7629 -1.0415 -0.7450
C 0.4458 -0.9973 -2.2214
H -0.5271 -0.5252 -2.4063
H 0.3414 -2.0157 -2.5901
H 1.8469 0.6822 -0.9024
H -2.1235 1.9845 2.9918
H 1.5865 0.2298 0.6499
H -0.6983 0.5654 0.7443
H 1.5712 -1.7704 -0.5623
H -1.9360 1.7202 0.8002
H 1.2547 -0.5417 -2.7881
H -0.0725 -1.3836 -0.1257

As for the spin multiplicity: 1. As for the HOMO energy: -0.354 Eh. The calculation puts the LUMO energy at 0.94 eV. As for the structure (SMILES): NC=O.CCN. For the total energy, the calculation gives -305.05667 Eh.

---

2.
Here is a molecular structure, C29H31CsN4O6S from OMol25. Energies are from ωB97M-V/def2-TZVPD.

Cartesian coordinates (Å):
Cs 0.0309 0.9102 -0.1307
S -2.8924 -4.1522 0.6041
O 0.9954 5.3623 -0.3954
O -2.9135 1.2225 3.6035
O -1.4125 6.0359 4.0351
O -1.3347 0.3719 2.2312
O -0.0209 -1.5408 3.6353
O 1.3242 3.1228 -0.3976
N -2.3312 -0.1566 -2.2570
N -1.6002 -2.1706 -0.3339
N -4.3456 -1.0536 -2.5679
N -0.5745 2.8652 1.5391
C 2.0851 -0.8959 -2.9574
C 1.2282 -0.8708 -4.1971
C 0.8469 4.2010 0.0305
C -3.6276 2.4288 -4.5795
C 3.0406 1.5480 -3.0076
C 1.2789 -0.9726 3.6055
C 3.4701 -0.2929 -1.2503
C 1.3240 0.4504 4.1479
C 2.8666 0.1596 -2.4423
C 3.4431 -2.5272 0.1180
C 3.0612 -1.6294 -1.0300
C 4.3596 0.5639 -0.3871
C -4.9019 1.8728 -4.7756
C -1.1294 4.9951 3.1869
C -3.1214 -1.1348 -1.9435
C -1.3717 2.7126 2.5991
C -2.8057 -2.2026 -0.9860
C -0.3229 5.1679 2.0735
C -3.0582 0.6381 -3.1267
C -1.5064 -3.1163 0.5318
C 1.5198 -3.3340 -2.2399
C -4.3340 0.0932 -3.3335
C 2.2093 -2.0042 -2.0887
C -1.6762 3.7528 3.4621
C -1.9402 1.3035 2.8423
C -2.6938 1.8232 -3.7601
C -3.6275 -3.2213 -0.6227
C -5.2791 0.6940 -4.1574
C -0.0605 4.0665 1.2735
H -5.1207 -1.6727 -2.4215
H -0.9726 6.8178 3.6829
H -0.6611 -3.2615 1.1945
H -2.3278 3.5800 4.3069
H 2.5806 -2.8213 0.7333
H -5.6071 2.3779 -5.4243
H 1.9104 -1.6275 4.2099
H 2.5438 2.3183 -2.4071
H -3.3739 3.3544 -5.0797
H 4.1013 1.8300 -3.0582
H 3.8933 1.5317 -0.1683
H 2.6472 1.6168 -4.0275
H 3.9132 -3.4605 -0.2247
H 0.1069 6.1250 1.7975
H 0.1911 -1.1631 -3.9845
H -1.7086 2.2452 -3.6024
H -4.6160 -3.4651 -0.9809
H 0.8854 1.1415 3.4277
H 0.7514 0.5079 5.0770
H 1.5950 -1.5493 -4.9823
H 1.3051 -3.5541 -3.2925
H -0.6241 -0.9274 3.1560
H 1.1928 0.1325 -4.6322
H 2.3546 0.7593 4.3414
H -6.2627 0.2665 -4.3100
H 0.5578 -3.3897 -1.7059
H 4.1574 -2.0368 0.7856
H 5.3286 0.7822 -0.8622
H 1.6809 -0.9834 2.5868
H 2.1392 -4.1559 -1.8584
H 4.5764 0.0821 0.5716

As for the spin multiplicity: 1. As for the HOMO energy: -0.009 Eh. The calculation puts the LUMO energy at 3.46 eV. As for the net charge: -2. For the total energy, the calculation gives -2212.59630 Eh.

---

3.
Here is C4H9N3O2 in the gas phase from OMol25. Energies are from ωB97M-V/def2-TZVPD.

Cartesian coordinates (Å):
O 1.3195 1.8568 -0.5845
O 1.5978 0.0408 1.3151
N 0.2123 1.0910 -1.0762
N -0.1301 -2.4248 -0.1490
N -1.0772 1.5361 -0.7322
C 0.5395 -0.3998 -1.4636
C 0.2587 -1.2004 -0.2433
C -0.6632 -0.3808 2.0428
C 0.4476 -0.2989 1.0386
H 1.5977 -0.4320 -1.7341
H 1.8316 1.2395 -0.0158
H -0.2922 -2.8261 -1.0795
H -1.1954 0.5724 2.0718
H -0.1232 -0.6991 -2.2797
H -1.6692 1.5555 -1.5649
H -1.0232 2.5092 -0.4183
H -0.2366 -0.5740 3.0298
H -1.3943 -1.1654 1.8431

As for the spin multiplicity: 1. As for the HOMO energy: -0.280 Eh. The calculation puts the LUMO energy at 0.56 eV. As for the structure (SMILES): [H]/N=C(\CN(N)O)C(C)=O. For the total energy, the calculation gives -472.40183 Eh.

---

| no. | HOMO-LUMO gap (eV) |
| --- | --- |
| 1 | 10.6 |
| 2 | 3.7 |
| 3 | 8.2 |